No. 1
57
Properties=species:S:1:pos:R:3 method="wB97M-V/def2-TZVPD" spin_multiplicity=1 orbital_gap_ev=10.15 homo_energy_ev=-9.685
O 1.680 1.956 -1.872
C 0.791 2.398 -1.162
N -0.323 1.717 -0.833
C -0.534 0.337 -1.235
C 0.537 -0.612 -0.701
C 0.575 -0.630 0.852
C 0.183 -2.075 1.191
C 1.365 -3.003 0.866
C 1.392 -2.971 -0.686
C 0.184 -2.074 -1.021
N -0.739 -2.370 0.084
C -1.718 -3.301 0.176
O -2.054 -3.788 1.242
C -2.430 -3.697 -1.126
C -3.689 -4.516 -0.801
C -4.725 -3.539 -0.242
S -4.433 -1.987 -1.103
O -5.481 -1.729 -2.055
O -4.054 -0.967 -0.155
C -2.945 -2.520 -1.957
C 0.920 3.780 -0.540
F -0.351 4.240 -0.165
C 1.810 3.777 0.695
C 3.240 3.328 0.394
C 4.089 3.438 1.651
O 4.089 4.750 2.181
C 2.782 5.161 2.536
C 1.846 5.164 1.338
H -1.026 2.195 -0.296
H -1.512 0.042 -0.850
H -0.557 0.281 -2.328
H 1.496 -0.341 -1.138
H 1.554 -0.375 1.257
H -0.152 0.073 1.262
H -0.279 -2.228 2.160
H 2.293 -2.651 1.316
H 1.166 -4.008 1.237
H 2.316 -2.561 -1.092
H 1.257 -3.969 -1.104
H -0.234 -2.235 -2.012
H -1.728 -4.291 -1.718
H -4.059 -4.976 -1.719
H -3.472 -5.297 -0.077
H -5.756 -3.829 -0.424
H -4.555 -3.346 0.815
H -2.292 -1.656 -2.023
H -3.240 -2.844 -2.954
H 1.304 4.463 -1.300
H 1.364 3.073 1.412
H 3.265 2.304 0.018
H 3.668 3.965 -0.385
H 3.720 2.735 2.414
H 5.129 3.191 1.441
H 2.386 4.493 3.316
H 2.877 6.158 2.962
H 2.208 5.892 0.606
H 0.848 5.473 1.650

No. 2
68
Properties=species:S:1:pos:R:3 method="wB97M-V/def2-TZVPD" s2=6.01 spin_multiplicity=5 orbital_gap_ev="6.81 / 6.81" homo_energy_ev="-2.604 / -2.605" charge=-2
Fe 1.402 -0.867 -1.054
C 1.802 -0.379 -5.677
N 1.231 0.671 -4.861
C 0.090 1.397 -5.143
C -0.187 2.130 -4.051
N 0.790 1.866 -3.109
C 1.666 0.940 -3.601
S 2.937 0.128 -2.867
C 0.751 2.369 -1.770
C -0.474 2.499 -1.131
C -0.462 2.932 0.181
C 0.751 3.211 0.790
C 1.910 3.045 0.052
N 1.913 2.643 -1.221
H 1.213 -0.457 -6.590
H 1.781 -1.320 -5.128
H 2.839 -0.150 -5.919
H -0.420 1.320 -6.086
H -0.977 2.832 -3.863
H -1.389 2.172 -1.603
H -1.380 2.985 0.754
H 0.796 3.482 1.836
H 2.884 3.198 0.494
N 3.449 -3.088 0.634
C 3.032 -3.496 -0.623
N 3.432 -4.626 -1.186
N 2.783 -4.643 -2.370
N 2.054 -3.589 -2.503
N 2.181 -2.827 -1.391
C 3.464 -1.765 1.042
N 4.249 -1.331 2.012
N 3.948 -0.018 2.115
N 3.051 0.313 1.259
N 2.701 -0.789 0.545
H 4.202 -3.636 1.016
C -3.713 0.829 6.199
C -4.227 0.494 4.809
O -3.193 0.072 3.932
P -2.182 1.141 3.207
S -1.211 0.123 1.849
S -3.160 2.808 2.782
O -1.190 1.551 4.435
C -0.180 0.632 4.872
C 1.186 1.103 4.425
H -4.553 1.054 6.863
H -3.053 1.695 6.159
H -3.155 -0.013 6.614
H -4.741 1.356 4.376
H -4.929 -0.344 4.855
H -0.385 -0.365 4.479
H -0.252 0.596 5.964
H 1.248 1.101 3.337
H 1.967 0.442 4.809
H 1.377 2.116 4.785
C -1.380 -2.570 -1.023
C -1.358 -1.451 -2.068
C -1.309 -2.059 -3.474
C -2.611 -0.586 -1.905
O -0.235 -0.632 -1.913
H -2.267 -3.200 -1.142
H -1.398 -2.138 -0.020
H -0.494 -3.200 -1.129
H -2.187 -2.682 -3.678
H -0.409 -2.669 -3.572
H -1.272 -1.253 -4.214
H -3.523 -1.187 -1.973
H -2.640 0.177 -2.689
H -2.584 -0.091 -0.932

What did we get for ΔE to the lowest compared entry with this formula, charge and spin? Answer: 0.0 0.0 kcal per mole, in the order shown.
What did we get for electronic energy? Answer: -1725.19918 -4424.06187 Ha, in the order shown.